<A>
A cluster of 5 separate species, C5H19NO6 in total, computed with wB97M-V/def2-TZVPD.

CARTESIAN COORDINATES (ANGSTROEM)
C 2.34 -0.15 0.14
C 1.10 -0.04 -0.72
O 1.31 -0.44 -2.05
C -0.20 -0.69 -0.07
C -1.35 0.28 -0.04
N -0.60 -1.85 -0.86
C -0.24 -3.15 -0.45
O -1.00 -4.06 -0.67
H 2.51 -1.23 0.36
H 2.14 0.43 1.02
H 3.21 0.23 -0.44
H 0.74 0.97 -0.98
H 1.71 -1.32 -2.10
H 0.11 -0.99 0.99
H -0.98 1.24 0.30
H -1.73 0.46 -1.05
H -2.19 0.00 0.61
H -1.47 -1.85 -1.39
H 0.67 -3.15 0.15
O 0.47 3.08 -0.34
H 1.15 2.80 0.29
H 0.39 4.02 -0.13
O -1.40 0.08 3.00
H -1.04 -0.81 2.94
H -1.56 0.35 3.90
O -1.30 -1.17 -3.42
H -0.60 -1.54 -2.87
H -1.33 -0.21 -3.43
O 0.05 3.00 2.30
H -0.64 2.50 1.85
H -0.28 3.22 3.18

## Properties
HOMO energy, eV: -9.452
2S+1: 1
Structure (SMILES): C[C@@H](O)[C@@H](C)NC=O.O.O.O.O

<B>
A cluster of 5 separate species, C5H19NO6 in total, computed with wB97M-V/def2-TZVPD.

CARTESIAN COORDINATES (ANGSTROEM)
C 1.42 3.05 -1.58
C 1.03 1.77 -0.87
C 1.74 1.71 0.53
C 2.31 0.29 0.62
O 3.26 -0.12 0.00
N -0.44 1.74 -0.61
C -0.92 0.60 0.12
O -1.06 -0.55 -0.69
H 0.72 3.25 -2.39
H 1.32 3.89 -0.90
H 2.43 2.98 -1.99
H 1.33 0.90 -1.47
H 1.14 1.80 1.43
H 2.48 2.50 0.63
H 1.67 -0.34 1.28
H -0.84 1.76 -1.54
H -0.45 0.42 1.08
H -1.94 0.90 0.35
H -0.22 -0.94 -0.96
O -2.59 -3.78 0.31
H -2.83 -3.23 1.06
H -2.35 -3.12 -0.35
O 1.21 -2.11 -1.53
H 1.71 -2.93 -1.55
H 1.84 -1.38 -1.49
O -0.78 -2.32 1.54
H -0.82 -3.23 1.86
H -0.06 -2.39 0.90
O -3.65 -0.25 2.34
H -3.35 -1.16 2.26
H -3.29 0.28 1.62

## Properties
HOMO energy, eV: -9.596
2S+1: 1
Structure (SMILES): C[C@@H](CC=O)NCO.O.O.O.O

<C>
A cluster of 5 separate species, C5H19NO6 in total, computed with wB97M-V/def2-TZVPD.

CARTESIAN COORDINATES (ANGSTROEM)
N 0.96 0.42 2.15
C 0.77 0.57 0.67
C 0.28 1.91 0.24
O -0.31 2.71 0.93
C -0.36 -0.49 0.28
C 0.21 -1.89 0.22
C 0.92 -1.91 -1.18
O 0.05 -1.75 -2.25
H 1.63 1.05 2.53
H 0.10 0.44 2.62
H 1.74 0.62 0.15
H 0.53 2.15 -0.81
H -0.92 -0.42 1.24
H -1.04 -0.30 -0.56
H 0.88 -2.02 1.09
H -0.63 -2.58 0.33
H 1.41 -2.84 -1.41
H 1.69 -1.09 -1.19
H -0.77 -1.26 -2.20
O -0.67 0.83 -3.77
H -0.37 0.25 -3.06
H -0.88 0.17 -4.46
O 3.56 -0.35 0.14
H 4.05 0.17 0.78
H 3.30 -1.19 0.54
O -1.50 0.13 4.08
H -1.39 -0.67 3.57
H -2.39 0.45 3.93
O -3.24 0.20 -1.21
H -4.11 0.21 -0.81
H -3.22 0.35 -2.16

## Properties
HOMO energy, eV: -8.896
2S+1: 1
Structure (SMILES): N[C@H](C=O)CCCO.O.O.O.O

Most stable = <A>

<A>
A cluster of 7 separate species, H14O6S in total, computed with wB97M-V/def2-TZVPD.

CARTESIAN COORDINATES (ANGSTROEM)
O -1.07 0.67 -0.47
H -1.62 0.78 -1.25
H -1.18 -0.25 -0.21
O 2.26 -0.57 1.61
H 2.27 0.12 0.93
H 1.34 -0.53 1.89
O 1.40 2.01 -0.10
H 1.57 2.75 -0.68
H 0.50 1.69 -0.24
O 1.06 -0.26 -3.23
H 1.79 0.00 -3.81
H 1.44 -0.65 -2.44
O -0.85 -1.75 2.44
H -0.53 -1.95 1.54
H -0.81 -2.63 2.84
O 0.75 -2.47 0.30
H 0.96 -3.27 -0.20
H 1.57 -2.12 0.70
S -3.87 2.35 0.40
H -4.16 2.93 -0.78
H -2.84 3.14 0.73

## Properties
HOMO energy, eV: -9.631
2S+1: 1
Structure (SMILES): O.O.O.O.O.O.S

<B>
A cluster of 7 separate species, H14O6S in total, computed with wB97M-V/def2-TZVPD.

CARTESIAN COORDINATES (ANGSTROEM)
O 1.45 0.83 2.91
H 1.46 0.44 3.81
H 0.62 1.30 2.96
O -1.76 0.12 -2.36
H -2.28 0.34 -1.55
H -1.27 -0.64 -2.05
O 1.31 1.07 -1.00
H 1.35 2.03 -0.93
H 1.93 0.78 -0.36
O -2.26 1.26 -6.72
H -1.81 1.23 -5.88
H -2.42 2.22 -6.79
O 1.05 -1.50 -0.19
H 0.20 -2.00 -0.05
H 0.82 -0.89 -0.90
O -1.75 0.24 0.69
H -0.82 0.42 0.43
H -1.56 -0.25 1.51
S 2.21 -1.78 5.31
H 2.41 -3.09 5.09
H 1.13 -2.11 6.03

## Properties
HOMO energy, eV: -10.250
2S+1: 1
Structure (SMILES): O.O.O.O.O.O.S

Most stable = <A>

<A>
The molecule C5H10OS, computed with wB97M-V/def2-TZVPD.

CARTESIAN COORDINATES (ANGSTROEM)
C 0.07 2.57 -1.08
C 0.14 1.27 -0.21
C 0.47 0.12 -0.70
C 0.37 -1.27 0.50
C -1.13 -1.43 0.89
O 1.09 -1.25 1.63
S 1.03 -2.70 -0.58
H -1.02 2.93 -1.07
H 0.49 2.57 -2.17
H 0.64 3.26 -0.41
H -0.16 1.46 0.91
H 0.74 -0.28 -1.59
H -1.27 -2.51 1.34
H -1.98 -1.39 0.17
H -1.37 -0.58 1.71
H 1.99 -0.99 1.44
H 0.62 -2.17 -1.75

## Properties
HOMO energy, eV: -8.833
2S+1: 1
Structure (SMILES): C/C=C/[C@](C)(O)S

<B>
A structure of composition C5H10OS, computed with wB97M-V/def2-TZVPD.

CARTESIAN COORDINATES (ANGSTROEM)
C 1.77 1.24 -1.73
C -0.07 0.07 -0.63
C -0.61 -0.59 0.38
C -1.56 -1.73 0.00
C -0.13 -0.17 1.63
H 2.17 0.27 -1.92
H 1.26 2.11 -2.66
H 2.75 1.98 -1.48
H -0.37 -0.12 -1.65
H -0.73 -2.78 -0.07
H -1.88 -1.26 -1.11
H -2.60 -2.13 0.91
H 0.46 -1.06 2.04
H 0.74 0.52 1.49
H -0.85 2.07 2.61
O 1.00 1.03 -0.64
S -1.34 0.56 2.83

## Properties
HOMO energy, eV: -8.679
2S+1: 1

Most stable = <A>

<A>
The molecule C4H6F2, computed with wB97M-V/def2-TZVPD.

CARTESIAN COORDINATES (ANGSTROEM)
C -0.80 -0.13 1.27
C -0.33 -0.85 0.05
C 0.43 0.04 -0.95
F 0.64 -0.63 -2.06
C 1.12 1.23 -1.04
F 1.16 2.06 0.04
H -1.64 0.60 1.06
H -0.13 0.33 2.03
H -1.27 -0.97 1.77
H -1.24 -1.33 -0.57
H 0.37 -1.60 0.33
H 1.70 1.25 -1.93

## Properties
HOMO energy, eV: -9.028
2S+1: 1
Structure (SMILES): CC/C(F)=C\F

<B>
The molecule C4H6F2, computed with wB97M-V/def2-TZVPD.

CARTESIAN COORDINATES (ANGSTROEM)
F 0.47 0.19 2.24
C -0.01 -0.28 1.00
C 0.98 -0.51 -0.17
C -0.13 0.15 -1.03
F 0.27 1.12 -1.99
C -0.89 0.65 0.16
H -0.46 -1.19 1.40
H 1.95 0.10 -0.19
H 1.25 -1.57 -0.56
H -0.73 -0.62 -1.52
H -0.74 1.67 0.55
H -1.96 0.30 0.11

## Properties
HOMO energy, eV: -11.308
2S+1: 1
Structure (SMILES): F[C@H]1C[C@@H](F)C1

Most stable = <B>

<A>
The molecule H3NOSSi, computed with wB97M-V/def2-TZVPD.

CARTESIAN COORDINATES (ANGSTROEM)
N 2.22 -1.13 -0.01
O 0.54 0.88 0.04
Si -0.96 0.14 0.06
S 2.12 0.31 0.07
H -1.03 -0.52 -1.35
H -2.03 1.22 0.17
H -0.86 -0.89 1.02

## Properties
HOMO energy, eV: -10.401
2S+1: 1

<B>
The molecule H3NOSSi, computed with wB97M-V/def2-TZVPD.

CARTESIAN COORDINATES (ANGSTROEM)
N 0.95 -0.08 0.66
O -1.20 -0.54 1.92
Si 0.11 0.22 -0.87
S 0.24 -0.43 1.98
H -0.93 -0.74 -1.11
H 1.34 0.14 -1.88
H -0.52 1.44 -0.70

## Properties
HOMO energy, eV: -10.989
2S+1: 1

Most stable = <B>

<A>
The molecule C7H11N5O, computed with wB97M-V/def2-TZVPD.

CARTESIAN COORDINATES (ANGSTROEM)
N 3.61 -1.53 0.46
C 2.80 -0.49 0.03
N 3.37 0.80 0.06
C 2.48 1.76 -0.05
N 1.18 1.61 0.09
C 0.80 0.35 -0.25
N -0.51 0.14 -0.55
C -1.11 -1.16 -0.68
C -2.30 -1.30 0.26
O -3.27 -0.20 0.23
C -2.58 0.95 0.54
C -1.44 1.25 -0.33
N 1.57 -0.72 -0.40
H 4.62 -1.34 0.43
H 3.30 -2.50 0.39
H 2.88 2.75 -0.22
H -1.77 -1.15 -1.53
H -0.37 -1.94 -0.83
H -1.93 -1.25 1.37
H -2.83 -2.30 0.02
H -2.30 0.83 1.65
H -3.24 1.87 0.50
H -1.90 1.50 -1.36
H -1.06 2.08 0.18

## Properties
HOMO energy, eV: -8.605
2S+1: 1
Structure (SMILES): Nc1ncnc(N2CCOCC2)n1

<B>
A structure of composition C7H11N5O, computed with wB97M-V/def2-TZVPD.

CARTESIAN COORDINATES (ANGSTROEM)
C -1.93 -0.24 2.64
C -1.23 -1.06 1.38
C 1.43 1.15 0.37
C 1.40 0.24 -0.82
C 0.38 -0.94 -0.40
C -0.50 -0.66 -2.49
C 1.17 0.99 -2.07
H -0.27 1.07 2.77
H -3.19 0.35 2.54
H -2.26 -1.10 3.38
H -0.67 -1.85 2.02
H -2.18 -1.28 0.82
H 2.02 2.01 0.59
H 2.27 -0.61 -0.89
H 1.14 -1.85 -0.13
H -1.08 -1.06 -3.38
H -0.24 0.83 -3.77
H 2.68 1.95 -1.48
N -0.24 -0.21 0.72
N 0.60 0.64 1.25
N -0.38 -1.45 -1.46
N -0.09 0.61 -2.68
N 2.08 1.91 -2.42
O -0.90 0.56 3.48

## Properties
HOMO energy, eV: -8.686
2S+1: 1

Most stable = <A>

<A>
A cluster of 2 separate species, CH5BrSi in total, computed with wB97M-V/def2-TZVPD.

CARTESIAN COORDINATES (ANGSTROEM)
C 0.45 0.38 -0.59
Si -0.78 -0.84 0.08
Br -0.60 -2.65 -1.19
H 0.80 -0.23 -1.48
H 0.23 1.41 -0.90
H 1.33 0.43 0.10
H -2.14 -0.51 -0.23
H 0.55 -1.55 1.50

## Properties
HOMO energy, eV: -9.631
2S+1: 1

<B>
The molecule CH5BrSi, computed with wB97M-V/def2-TZVPD.

CARTESIAN COORDINATES (ANGSTROEM)
C -0.34 0.90 -0.21
Si 0.10 -0.84 0.26
Br 2.26 -1.07 0.78
H -0.44 1.85 0.47
H 0.43 1.09 -1.02
H -1.25 0.90 -0.85
H 0.07 -1.72 -0.80
H -0.84 -1.11 1.37

## Properties
HOMO energy, eV: -10.516
2S+1: 1
Structure (SMILES): C[SiH2]Br

Most stable = <B>

<A>
A structure of composition CH2NOS3, computed with wB97M-V/def2-TZVPD.

CARTESIAN COORDINATES (ANGSTROEM)
C -1.19 0.92 -0.64
N -2.32 1.52 -0.94
O -2.36 1.87 -2.39
S -3.49 1.90 0.15
S -1.34 0.44 1.06
S 0.13 0.39 -1.60
H -0.08 0.06 0.77
H -1.43 1.80 -2.68

## Properties
HOMO energy, eV: -3.348
2S+1: 1
Net charge: -1

<B>
A structure of composition CH2NOS3, computed with wB97M-V/def2-TZVPD.

CARTESIAN COORDINATES (ANGSTROEM)
C -0.59 0.26 0.06
N 0.34 -0.48 -0.57
O 1.10 -0.45 1.62
S 0.50 -0.50 -2.27
S -1.82 1.43 -0.19
S -0.48 0.25 1.79
H 0.12 0.85 -2.43
H 0.83 -1.35 1.98

## Properties
HOMO energy, eV: -3.539
2S+1: 1
Net charge: -1

Most stable = <B>

<A>
The molecule CH5N3S, computed with wB97M-V/def2-TZVPD.

CARTESIAN COORDINATES (ANGSTROEM)
N 1.63 -0.97 0.13
N 1.62 0.27 -0.45
C 0.65 1.04 -0.13
N -0.46 0.59 0.68
S -1.58 -0.33 -0.26
H 1.11 -0.93 1.00
H 2.63 -1.21 0.28
H 0.49 2.03 -0.51
H -0.97 1.36 1.08
H -1.52 -1.40 0.54

## Properties
HOMO energy, eV: -8.908
2S+1: 1
Structure (SMILES): N/N=C\NS

<B>
The molecule CH5N3S, computed with wB97M-V/def2-TZVPD.

CARTESIAN COORDINATES (ANGSTROEM)
N 1.42 -1.05 -0.35
N 1.63 0.20 0.25
C 0.75 1.06 0.17
N -0.57 1.00 -0.47
S -1.41 -0.52 0.07
H 2.06 -1.70 0.26
H 0.55 -1.42 0.08
H 0.96 2.07 0.73
H -1.02 1.99 -0.50
H -1.85 -0.09 1.28

## Properties
HOMO energy, eV: -9.130
2S+1: 1
Structure (SMILES): N/N=C\NS

Most stable = <A>

<A>
A cluster of 2 separate species, C2H4ClNO2 in total, computed with wB97M-V/def2-TZVPD.

CARTESIAN COORDINATES (ANGSTROEM)
C -2.23 -0.60 0.21
C 1.48 1.27 -0.19
N 0.95 -1.04 0.05
O -2.10 -0.94 -0.93
O 0.79 0.25 0.19
Cl 2.41 -1.43 -0.61
H -2.41 -1.15 1.16
H -2.23 0.42 0.69
H 0.88 2.15 0.11
H 2.47 1.08 -0.69

## Properties
HOMO energy (spin up / spin down), eV: -8.594 / -8.532
2S+1: 1

<B>
The molecule C2H4ClNO2, computed with wB97M-V/def2-TZVPD.

CARTESIAN COORDINATES (ANGSTROEM)
C 0.24 0.00 0.11
C -1.50 -0.34 -0.46
Cl -1.88 -1.93 0.16
N -2.25 0.75 0.07
O -3.09 0.51 0.85
O -2.08 1.84 -0.49
H 0.52 0.92 -0.41
H 0.67 -0.91 -0.08
H 0.12 0.23 1.20
H -1.60 -0.49 -1.60

## Properties
HOMO energy, eV: -10.945
2S+1: 1
Structure (SMILES): C[C@@H](Cl)[N+](=O)[O-]

<C>
The molecule C2H4ClNO2, computed with wB97M-V/def2-TZVPD.

CARTESIAN COORDINATES (ANGSTROEM)
C 1.03 -0.31 0.47
C -0.14 -0.24 -0.45
Cl -0.98 -1.87 -0.41
N -1.16 0.75 -0.19
O -2.22 0.67 -0.75
O -0.77 1.61 0.56
H 0.89 -0.63 1.56
H 1.31 0.70 0.56
H 1.91 -0.82 0.03
H 0.11 0.13 -1.38

## Properties
HOMO energy, eV: -11.218
2S+1: 1
Structure (SMILES): C[C@@H](Cl)[N+](=O)[O-]

Most stable = <C>

<A>
The molecule CH4S2, computed with wB97M-V/def2-TZVPD.

CARTESIAN COORDINATES (ANGSTROEM)
C 0.69 0.08 0.22
S -0.69 1.26 0.31
S -2.36 -0.15 0.24
H 1.47 0.57 0.96
H 1.12 0.04 -0.70
H 0.59 -1.01 0.62
H -2.93 -0.13 -1.08

## Properties
HOMO energy, eV: -9.204
2S+1: 1
Structure (SMILES): CSS

<B>
A cluster of 2 separate species, CH4S2 in total, computed with wB97M-V/def2-TZVPD.

CARTESIAN COORDINATES (ANGSTROEM)
C 0.07 1.37 0.27
S 0.34 -2.30 0.11
S -1.13 -0.91 -0.01
H -0.08 1.78 1.37
H -0.55 1.85 -0.55
H 0.96 0.96 -0.06
H 0.40 -2.75 -1.13

## Properties
HOMO energy (spin up / spin down), eV: -8.466 / -8.470
2S+1: 1

Most stable = <A>

<A>
A cluster of 2 separate species, C2H2O2S2 in total, computed with wB97M-V/def2-TZVPD.

CARTESIAN COORDINATES (ANGSTROEM)
C 0.05 0.71 0.20
C 1.35 0.30 0.82
O -1.57 -1.86 -0.81
O -2.46 0.39 -1.43
S 1.37 1.01 -0.83
S -2.03 -0.56 -0.40
H 1.83 0.92 1.64
H 1.47 -0.90 0.82

## Properties
HOMO energy, eV: -9.803
2S+1: 1

<B>
The molecule C2H2O2S2, computed with wB97M-V/def2-TZVPD.

CARTESIAN COORDINATES (ANGSTROEM)
O -0.19 1.74 -0.18
C -0.53 0.58 -0.13
S -2.17 -0.11 -0.06
C 0.50 -0.49 -0.13
O 0.03 -1.66 -0.15
S 2.12 -0.09 -0.09
H -1.81 -1.37 0.18
H 2.06 1.40 0.54

## Properties
HOMO energy, eV: -10.167
2S+1: 1
Structure (SMILES): O=C(S)C(=O)S

<C>
A cluster of 2 separate species, C2H2O2S2 in total, computed with wB97M-V/def2-TZVPD.

CARTESIAN COORDINATES (ANGSTROEM)
C 1.08 0.34 0.94
C 1.10 0.31 -0.36
O -1.51 -0.05 -1.57
O 1.22 0.35 2.12
S -2.23 -0.03 -0.29
S -2.02 -1.63 0.73
H 1.64 1.27 -0.75
H 0.73 -0.56 -0.84

## Properties
HOMO energy, eV: -9.404
2S+1: 1

Most stable = <B>

<A>
A cluster of 2 separate species, C6H11NS in total, computed with wB97M-V/def2-TZVPD.

CARTESIAN COORDINATES (ANGSTROEM)
C 0.15 -1.91 -0.09
C -0.93 1.48 -1.63
C 1.97 0.03 0.01
C -0.56 -0.23 2.62
C -0.46 0.06 -1.62
C -0.14 -0.51 -0.22
N 0.32 -3.03 0.01
S -1.45 -0.05 1.03
H -2.07 1.54 -1.45
H -0.39 2.19 -0.92
H -0.78 1.85 -2.60
H 2.40 0.02 -0.99
H 1.97 0.85 0.74
H 2.24 -0.84 0.54
H 0.16 0.54 2.71
H -0.27 -1.30 2.84
H -1.38 -0.09 3.40
H -1.14 -0.63 -2.13
H 0.35 0.04 -2.23

## Properties
HOMO energy, eV: -8.847
2S+1: 1

<B>
The molecule C6H11NS, computed with wB97M-V/def2-TZVPD.

CARTESIAN COORDINATES (ANGSTROEM)
C -2.21 1.36 -0.05
S -2.54 -0.36 -0.71
C -1.76 -1.11 0.66
C -0.43 -1.05 0.59
C 0.34 -0.18 -0.40
C 1.53 -0.77 -1.01
C 2.39 0.19 -0.14
N 0.98 0.88 0.45
H -2.84 1.94 -0.56
H -2.29 1.54 1.00
H -1.11 1.32 -0.33
H -2.40 -1.46 1.64
H 0.04 -1.55 1.44
H -0.42 0.42 -1.19
H 1.66 -0.58 -2.07
H 1.77 -1.90 -0.78
H 3.25 -0.12 0.70
H 3.06 0.87 -0.82
H 0.96 0.58 1.59

## Properties
HOMO energy, eV: -8.313
2S+1: 1
Structure (SMILES): CS/C=C\[C@@H]1CCN1

<C>
The molecule C6H11NS, computed with wB97M-V/def2-TZVPD.

CARTESIAN COORDINATES (ANGSTROEM)
C -3.01 0.25 0.09
C -1.59 0.12 -0.37
C -0.55 0.54 0.35
C 0.90 0.34 0.06
S 1.80 1.91 -0.07
C 1.38 -0.66 -0.99
N 2.43 -1.13 -0.08
C 1.67 -0.56 1.06
H -3.03 0.76 1.08
H -3.48 -0.73 0.15
H -3.62 0.88 -0.59
H -1.42 -0.38 -1.32
H -0.74 1.01 1.31
H 1.13 2.63 -0.95
H 0.52 -1.39 -1.14
H 1.75 -0.29 -1.90
H 2.65 -2.11 -0.06
H 2.27 0.01 1.79
H 0.92 -1.20 1.59

## Properties
HOMO energy, eV: -8.815
2S+1: 1
Structure (SMILES): C/C=C/C1(S)CNC1

Most stable = <C>

<A>
The ion CH5FNO with charge +1, computed with wB97M-V/def2-TZVPD.

CARTESIAN COORDINATES (ANGSTROEM)
C 0.14 -0.77 -0.07
N 0.35 0.83 -0.50
O -1.13 -0.84 0.45
F -1.29 -0.35 1.81
H -0.02 -1.44 -0.88
H 0.77 -1.11 0.70
H -0.47 1.30 -0.86
H 1.21 1.04 -1.02
H 0.43 1.34 0.37

## Properties
HOMO energy (spin up / spin down), eV: -13.597 / -17.636
2S+1: 3
Net charge: +1

<B>
The ion CH5FNO with charge +1, computed with wB97M-V/def2-TZVPD.

CARTESIAN COORDINATES (ANGSTROEM)
C -0.05 -0.64 -0.41
N 0.70 0.52 0.15
O -1.60 0.13 -0.40
F -2.02 0.10 0.93
H 0.37 -0.76 -1.45
H -0.13 -1.40 0.26
H 1.63 0.12 0.38
H 0.43 0.70 1.16
H 0.67 1.23 -0.60

## Properties
HOMO energy (spin up / spin down), eV: -12.430 / -17.317
2S+1: 3
Net charge: +1

Most stable = <A>